Here is a cluster of 7 separate species, C4H19NO9 in total from the OMol25 dataset. Energies are from ωB97M-V/def2-TZVPD.

Calculated values
DFT total energy: -895.72770 hartree
HOMO: -9.36 eV
ΔE to the lowest compared entry with this formula, charge and spin: 85.5 kJ/mol
LUMO level: 0.06 eV
HOMO-LUMO gap: 9.42 eV
charge: 0

Geometry as XYZ:
```
33
Properties=species:S:1:pos:R:3:forces:R:3:lowdin_charge:R:1
O -0.4371 3.6111 -0.1015 -0.2 -0.4 -0.4 0.072
C -0.5588 2.4413 -0.3716 0.0 0.3 0.2 -0.220
C 0.0439 1.3876 0.5024 1.4 -0.7 -0.2 -0.337
C -0.0162 -0.0281 -0.1029 -1.3 0.7 0.0 -0.070
C 0.8014 -1.0816 0.5695 -0.2 0.7 -0.5 -0.533
O 1.9992 -0.6656 1.0329 -0.5 -0.3 0.4 0.104
O 0.4477 -2.2258 0.6518 -0.2 -0.6 0.3 0.107
N -0.5819 1.3913 1.8201 1.1 -0.8 -0.1 0.074
H -1.1270 2.0466 -1.2192 -0.3 0.4 -0.5 0.125
H 1.1230 1.6151 0.5276 -0.3 0.3 0.6 0.151
H 0.1344 -0.1303 -1.1950 0.4 0.5 0.6 0.111
H -1.0676 -0.3171 -0.0289 0.1 -0.3 0.1 0.094
H 2.2600 -1.4079 1.6039 0.5 0.2 -0.1 0.137
H -0.7100 2.3105 2.2197 -0.5 0.0 -0.3 0.106
H -1.3766 0.7715 1.7861 -0.6 0.7 0.3 0.078
H 1.2637 1.5264 -3.9529 -0.1 -0.1 0.1 0.030
H 1.6155 0.1647 -3.2783 -0.3 0.3 -0.6 -0.028
O 1.9748 0.8998 -3.8016 0.5 0.1 0.3 -0.067
H -4.1360 0.9706 0.4161 0.1 0.4 -0.1 0.048
H -3.2912 -0.2612 0.5532 0.3 0.3 -0.3 0.003
O -3.2397 0.6682 0.2334 -0.4 -0.7 0.4 -0.071
H -3.2497 -2.8008 0.8060 -0.8 -0.2 0.3 0.062
H -1.9804 -2.1941 0.5076 1.0 0.4 0.0 0.026
O -2.7927 -1.9748 0.9633 -0.1 -0.4 -0.1 -0.033
H 1.4284 -1.7070 -2.4119 -0.3 -0.1 0.0 0.023
H -0.0161 -1.9560 -2.9629 -0.4 -0.5 -0.3 0.061
O 0.6123 -1.2838 -2.7387 0.2 0.2 0.0 -0.069
H 0.1491 1.0183 3.5531 0.4 0.0 0.1 -0.022
H 0.6065 -0.1720 4.3189 0.1 -0.6 0.2 0.009
O 0.6145 0.7785 4.3821 -0.3 0.4 -0.3 -0.084
H 2.9227 -0.4136 -1.4046 -0.3 0.9 0.0 0.050
H 3.6479 -1.6698 -1.1595 -0.4 -0.3 -0.5 0.088
O 2.9359 -1.3119 -1.7182 1.2 -0.6 0.6 -0.028
```
Positions in Å, forces in eV/Å.

Here is the molecule C3H5NO3 from the OMol25 dataset. Energies are from ωB97M-V/def2-TZVPD.

Calculated values
DFT total energy: -397.64257 hartree
HOMO: -10.44 eV
ΔE to the lowest compared entry with this formula, charge and spin: 509.7 kJ/mol
LUMO level: -0.11 eV
HOMO-LUMO gap: 10.34 eV
charge: 0

Geometry as XYZ:
```
12
Properties=species:S:1:pos:R:3:forces:R:3:lowdin_charge:R:1
C -1.5893 -0.9953 0.4934 2.9 -2.3 -4.6 -0.060
C 0.0423 1.0446 -1.1774 1.0 1.6 -0.3 -0.274
C 1.6866 -0.3207 0.2982 -3.3 -2.8 3.1 -0.088
H -2.2586 -0.7972 1.1897 -3.9 0.0 2.8 0.033
H -1.9791 -0.9151 -0.5938 0.4 0.3 1.9 0.116
H -1.1721 -2.0934 0.5542 -0.2 2.3 0.4 0.126
H 1.1997 1.3779 -1.5537 -3.2 -0.7 0.0 0.173
H 2.5349 0.3004 -0.2622 -1.4 -1.9 1.4 0.161
N 0.3302 0.3059 -0.0239 1.0 -0.4 -0.1 -0.100
O -0.7397 0.1026 0.8439 1.7 -0.7 -0.9 -0.109
O -1.0683 1.4172 -1.5882 3.6 -1.3 1.2 0.034
O 1.6238 -1.3181 1.1379 1.5 5.8 -4.9 -0.010
```
Positions in Å, forces in eV/Å.

Here is a cluster of 2 separate species, C2H8NOS in total from the OMol25 dataset. Energies are from ωB97M-V/def2-TZVPD.

Calculated values
DFT total energy: -608.81113 hartree
HOMO: -14.00 eV
ΔE to the lowest compared entry with this formula, charge and spin: 352.1 kJ/mol
LUMO level: -3.92 eV
HOMO-LUMO gap: 10.08 eV
charge: +1

Geometry as XYZ:
```
13
Properties=species:S:1:pos:R:3:forces:R:3:lowdin_charge:R:1
C 1.3701 0.3653 1.0139 0.1 1.2 2.2 -0.072
C -0.3123 -0.1186 -0.4311 3.7 0.7 -2.5 -0.777
N -1.4639 -1.0003 -0.5255 -1.4 1.0 -1.4 0.206
O 0.0740 -0.1686 0.8397 -0.2 -0.5 0.6 -0.153
S -0.6527 1.5726 -1.0887 -0.5 -0.6 -0.2 0.831
H 1.3842 1.3487 1.5439 -0.5 0.0 -1.5 0.126
H 1.8864 0.2133 0.1108 1.0 0.6 -1.1 0.069
H 1.8904 -0.1252 1.7912 0.3 -1.6 0.7 0.090
H 0.8404 -0.7302 -1.3564 -3.3 1.3 2.4 0.256
H -2.1845 -0.8641 0.1649 -0.3 0.8 1.0 0.174
H -1.0939 -1.8963 -0.3001 0.1 -1.6 -0.7 0.164
H -1.9836 -0.8229 -1.4223 0.9 -1.1 0.5 0.198
H 0.2455 2.2261 -0.3402 0.0 -0.3 0.1 -0.113
```
Positions in Å, forces in eV/Å.

Here is the molecule C4H6F2 from the OMol25 dataset. Energies are from ωB97M-V/def2-TZVPD.

Calculated values
DFT total energy: -355.69620 hartree
HOMO: -10.37 eV
ΔE to the lowest compared entry with this formula, charge and spin: 74.8 kJ/mol
LUMO level: 1.12 eV
HOMO-LUMO gap: 11.49 eV
charge: 0

Geometry as XYZ:
```
12
Properties=species:S:1:pos:R:3:forces:R:3:lowdin_charge:R:1
C -0.6613 1.3058 -0.0091 -0.7 0.5 -0.9 0.007
C -0.3762 -0.1082 -0.2050 -0.2 -1.2 -0.7 -0.515
C 0.2654 -0.9671 0.7923 1.1 -0.5 0.1 0.013
C 0.9392 -0.6801 -0.5697 -1.0 0.2 0.8 -0.193
H 0.1122 1.7844 0.5311 0.9 0.5 0.5 0.080
H -0.7731 1.7985 -0.9852 -0.1 0.0 0.3 0.105
H -1.5647 1.3667 0.5750 -0.5 0.3 0.1 0.092
H -0.1753 -1.9235 1.0248 0.0 -0.3 -0.5 0.111
H 0.7504 -0.5843 1.6674 0.1 0.7 0.2 0.110
H 0.9258 -1.4655 -1.3190 0.5 0.3 0.0 0.152
F -1.3778 -0.7900 -0.8897 -0.4 0.3 0.1 0.020
F 1.9356 0.2633 -0.6129 0.3 -0.7 0.1 0.017
```
Positions in Å, forces in eV/Å.